No. 1
The molecule C6H10S2 in a non-equilibrium geometry. Source: the Open Molecules 2025 dataset; level of theory: wB97M-V/def2-TZVPD.

Last column: Mulliken charge in e.
Element x y z (Å)
S: -2.045 1.955 0.074  -0.1665
C: -0.716 0.795 0.376  -0.2177
C: 0.293 0.715 -0.697  -0.1045
C: 1.662 0.947 -0.082  -0.9263
C: 1.299 -0.464 -0.537  -0.1449
C: 0.522 -1.283 0.586  -0.7161
C: -0.834 -0.721 0.712  -0.3045
S: -2.310 -1.470 -0.309  -0.1891
H: -2.424 1.391 -1.053  0.1283
H: -0.141 1.321 1.287  0.1276
H: -0.015 1.024 -1.679  0.4088
H: 1.603 1.286 0.926  0.2128
H: 2.472 1.545 -0.656  0.2381
H: 1.795 -1.129 -1.177  0.4465
H: 0.451 -2.272 0.221  0.3615
H: 0.997 -1.197 1.616  0.3174
H: -1.163 -0.927 1.762  0.3815
H: -1.446 -1.515 -1.371  0.1471

As for the frontier orbital gap: 9.9 eV. The value obtained for the maximum force is 5.36 eV/A. As for the energy above the lowest of the compared OMol25 structures with the same formula, charge and spin: 2.117 eV. The calculation puts the LUMO energy at 0.8 eV.


No. 2
The molecule C6H10S2 in a non-equilibrium geometry. Source: the Open Molecules 2025 dataset; level of theory: wB97M-V/def2-TZVPD.

Last column: Mulliken charge in e.
Element x y z (Å)
C: 3.760 -0.603 0.025  -0.8741
C: 2.709 0.409 -0.155  0.1280
C: 1.472 -0.105 -0.079  -0.5168
C: 0.312 0.663 -0.238  0.4647
S: 0.049 2.287 -0.084  -0.3615
S: -0.996 -0.541 -0.045  -0.1633
C: -2.587 0.517 0.253  -0.2680
C: -3.798 -0.347 -0.232  -0.9312
H: 4.358 -0.212 0.878  0.2316
H: 4.591 -0.921 -0.802  0.2576
H: 3.192 -1.582 0.318  0.2742
H: 2.873 1.432 -0.108  0.4054
H: 1.471 -1.234 -0.056  0.0319
H: -2.762 0.661 1.557  0.2304
H: -2.099 1.622 -0.120  0.2902
H: -4.216 -0.862 0.615  0.3028
H: -3.522 -1.299 -0.858  0.2559
H: -4.810 0.112 -0.871  0.2421

As for the frontier orbital gap: 7.8 eV. The value obtained for the maximum force is 4.13 eV/A. As for the energy above the lowest of the compared OMol25 structures with the same formula, charge and spin: 3.738 eV. The calculation puts the LUMO energy at -0.7 eV.


No. 3
A structure of composition C6H11BF10NO7P2Re. Source: the Open Molecules 2025 dataset; level of theory: wB97M-V/def2-TZVPD.

Last column: Löwdin spin population.
Element x y z (Å)
Re: 0.125 -0.198 0.115  0.8286
N: 3.066 2.726 -2.235  -0.0001
C: 2.571 2.500 -0.819  -0.0004
C: 3.293 3.473 0.111  0.0002
P: 3.099 0.760 -0.438  0.0005
O: 3.258 0.682 1.122  0.0004
O: 4.277 0.493 -1.264  -0.0004
O: 1.816 -0.148 -0.709  -0.0017
P: 0.747 2.751 -0.751  0.0066
O: 0.359 2.039 -2.146  -0.0004
O: 0.290 4.130 -0.674  0.0013
O: 0.418 1.747 0.400  0.0550
H: 3.928 2.169 -2.367  0.0000
H: 3.260 3.716 -2.398  0.0000
H: 2.361 2.411 -2.910  0.0000
H: 4.370 3.296 0.108  0.0000
H: 2.924 3.349 1.127  0.0001
H: 3.085 4.501 -0.189  0.0000
H: 4.164 0.525 1.426  -0.0001
H: -0.426 2.435 -2.553  -0.0001
F: -4.355 0.921 -0.151  0.0000
B: -3.760 -0.172 -0.558  -0.0004
F: -1.294 -0.021 1.206  -0.0021
F: -2.762 -0.091 -1.430  0.0001
F: -4.099 -1.349 -0.083  -0.0001
C: -1.510 -3.862 0.092  -0.0008
C: -0.100 -3.310 -0.018  0.0159
O: -0.157 -1.937 -0.368  0.0925
C: 0.641 -3.434 1.331  0.0046
F: 0.705 -4.700 1.725  0.0031
F: 1.882 -2.942 1.277  -0.0005
F: -0.026 -2.737 2.261  -0.0008
C: 0.677 -3.972 -1.179  -0.0008
F: 0.865 -5.267 -0.946  -0.0004
F: -0.018 -3.843 -2.310  0.0003
F: 1.864 -3.394 -1.367  -0.0002
H: -2.067 -3.292 0.833  0.0000
H: -1.476 -4.905 0.398  -0.0001
H: -2.012 -3.786 -0.869  0.0001

Its charge is +1. As for the frontier orbital gap (alpha / beta): 7.7 / 8.1 eV. The value obtained for the maximum force is 0.47 eV/A. As for the energy above the lowest of the compared OMol25 structures with the same formula, charge and spin: 0.000 eV. As for the spin multiplicity: 2. The calculation puts the LUMO energy (alpha / beta) at -5.5 / -5.1 eV.


No. 4
The molecule C6H11Br in a non-equilibrium geometry. Source: the Open Molecules 2025 dataset; level of theory: wB97M-V/def2-TZVPD.

Last column: Mulliken charge in e.
Element x y z (Å)
C: 1.513 2.156 -0.307  -0.8215
C: 1.555 0.827 -0.277  0.1333
Br: 3.178 -0.089 -0.674  -0.1514
C: 0.095 -0.241 -0.013  1.4658
C: -0.926 0.049 -1.152  -1.2720
C: -0.368 -0.013 1.459  -1.2036
C: 0.421 -1.722 -0.146  -1.8482
H: 2.497 2.590 -0.411  0.2589
H: 0.678 2.822 -0.080  0.3080
H: -0.747 -0.666 -1.985  0.2866
H: -0.814 1.072 -1.516  0.3438
H: -1.907 0.087 -0.739  0.3582
H: 0.171 -0.715 2.289  0.2614
H: -0.457 1.029 1.917  0.2823
H: -1.497 -0.457 1.513  0.3039
H: 1.266 -1.946 0.568  0.4491
H: -0.348 -2.330 0.388  0.3738
H: 0.632 -1.986 -1.166  0.4716

As for the frontier orbital gap: 10.1 eV. The value obtained for the maximum force is 3.78 eV/A. As for the energy above the lowest of the compared OMol25 structures with the same formula, charge and spin: 1.695 eV. The calculation puts the LUMO energy at 0.8 eV.


No. 5
A cluster of 2 separate species, C6H11BrClP in total in a non-equilibrium geometry. Source: the Open Molecules 2025 dataset; level of theory: wB97M-V/def2-TZVPD.

Last column: Mulliken charge in e.
Element x y z (Å)
C: -1.044 -0.607 -0.204  -0.7638
C: -0.067 -0.358 -1.310  -0.8348
C: -0.705 0.385 0.947  -0.7197
C: 1.365 -0.463 -0.864  -0.2084
C: 0.757 0.301 1.359  -0.8711
C: 1.631 0.556 0.155  0.1029
P: 3.284 0.657 0.915  0.2981
Cl: 2.760 -2.605 1.444  -0.4276
Br: 4.529 0.784 -0.881  -0.1272
H: -2.121 -0.533 -0.462  0.3640
H: -0.976 -1.601 0.050  0.3872
H: -0.384 -0.968 -2.175  0.3548
H: -0.360 0.644 -1.890  0.2804
H: -0.955 1.426 0.728  0.3108
H: -1.432 0.083 1.818  0.2658
H: 1.612 -1.474 -0.490  0.0306
H: 1.977 -0.175 -1.740  0.3806
H: 1.038 1.164 2.142  0.4002
H: 1.004 -0.545 2.029  0.3469
H: 1.331 1.534 -0.316  0.4303

As for the frontier orbital gap (alpha / beta): 7.2 / 5.8 eV. The value obtained for the maximum force is 4.24 eV/A. As for the energy above the lowest of the compared OMol25 structures with the same formula, charge and spin: 0.000 eV. The calculation puts the LUMO energy (alpha / beta) at -2.6 / -3.2 eV.


No. 6
The ion C6H11BrIN3 with charge +2 in a non-equilibrium geometry. Source: the Open Molecules 2025 dataset; level of theory: wB97M-V/def2-TZVPD.

Last column: Mulliken charge in e.
Element x y z (Å)
C: 0.587 1.180 -0.084  0.5553
C: 0.122 0.357 0.892  0.0567
C: 0.417 0.995 -1.553  0.4088
C: -1.797 -0.975 -0.015  -0.2626
C: 0.309 0.702 2.355  -1.6830
C: 0.296 -2.122 0.222  -1.1126
N: -0.075 -0.136 -1.925  -0.4412
N: 0.860 1.929 -2.397  -0.4021
N: -0.466 -1.001 0.744  0.2883
Br: 1.498 2.644 0.390  -0.0388
I: -3.086 0.604 -0.134  0.6062
H: -2.040 -1.967 -0.422  0.4755
H: -0.185 -0.139 3.016  0.2920
H: -0.198 1.678 2.408  0.4778
H: 1.329 0.812 2.786  0.3400
H: 0.227 -2.119 -0.794  0.4486
H: 1.261 -2.346 0.700  0.3393
H: -0.241 -3.013 0.509  0.5011
H: -0.147 -0.397 -2.905  0.1789
H: 1.283 2.755 -2.108  0.1212
H: 0.664 1.775 -3.458  0.2854
H: -0.620 -1.215 1.770  0.5651

Its charge is +2. As for the frontier orbital gap (alpha / beta): 5.9 / 5.9 eV. The value obtained for the maximum force is 4.04 eV/A. As for the energy above the lowest of the compared OMol25 structures with the same formula, charge and spin: 3.144 eV. The calculation puts the LUMO energy (alpha / beta) at -11.0 / -11.0 eV.


No. 7
A cluster of 2 separate species, C6H11BrS2 in total in a non-equilibrium geometry. Source: the Open Molecules 2025 dataset; level of theory: wB97M-V/def2-TZVPD.

Last column: Mulliken charge in e.
Element x y z (Å)
C: -0.037 1.124 1.094  -0.1060
C: -1.761 -1.998 0.634  -0.9216
C: 2.417 0.395 -0.764  -0.9786
C: 0.813 2.014 -1.960  -0.8156
C: -1.079 -1.573 1.924  -0.6110
C: 1.256 0.783 -1.602  0.3297
S: -1.691 1.454 0.537  -0.1243
S: 0.363 -0.440 1.455  0.0180
Br: 0.073 -0.640 -1.973  -0.0946
H: -2.599 -2.667 0.849  0.3572
H: -2.335 -1.252 0.157  0.2803
H: -0.910 -2.366 -0.020  0.2164
H: 2.055 -0.424 -0.091  0.2332
H: 3.309 0.156 -1.339  0.3345
H: 2.743 1.160 -0.015  0.3088
H: 1.181 3.031 -1.833  0.2945
H: -1.522 2.729 0.410  0.1412
H: -0.058 2.111 -2.504  0.3767
H: -0.526 -2.388 2.311  0.3877
H: -1.692 -1.209 2.731  0.3735

As for the frontier orbital gap: 8.3 eV. The value obtained for the maximum force is 2.85 eV/A. The calculation puts the LUMO energy at 0.0 eV.


No. 8
A cluster of 2 separate species, C6H11ClN2 in total in a non-equilibrium geometry. Source: the Open Molecules 2025 dataset; level of theory: wB97M-V/def2-TZVPD.

Last column: Mulliken charge in e.
Element x y z (Å)
C: 0.250 1.479 2.492  -1.0801
C: 0.243 -0.016 2.198  -0.4965
N: 0.323 -0.248 0.747  0.1437
C: 1.420 0.013 -0.064  -0.3362
C: 1.008 -0.285 -1.322  -0.4688
N: -0.222 -0.867 -1.256  0.1683
C: -0.613 -0.852 0.018  -0.0079
C: -1.052 -1.209 -2.410  -0.7508
H: 0.032 1.618 3.554  0.3585
H: -0.438 2.039 1.868  0.3582
H: 1.274 1.856 2.447  0.3361
H: -0.697 -0.453 2.531  0.3046
H: 1.093 -0.548 2.621  0.3365
H: 2.336 0.374 0.366  0.4333
H: 1.491 -0.076 -2.262  0.4252
H: -1.583 -1.128 0.393  0.3223
H: -0.922 -0.431 -3.161  0.2234
H: -2.100 -1.211 -2.128  0.2996
H: -0.713 -2.182 -2.761  0.2838
Cl: -1.131 2.128 -3.872  -0.8533

As for the frontier orbital gap: 6.5 eV. The value obtained for the maximum force is 1.40 eV/A. As for the energy above the lowest of the compared OMol25 structures with the same formula, charge and spin: 0.447 eV. The calculation puts the LUMO energy at -0.2 eV.


No. 9
The molecule C6H11ClO2S in a non-equilibrium geometry. Source: the Open Molecules 2025 dataset; level of theory: wB97M-V/def2-TZVPD.

Last column: Löwdin spin population.
Element x y z (Å)
C: -0.071 1.018 1.279  0.0345
C: -0.646 1.471 -0.030  0.0628
C: -0.574 -0.378 1.807  0.0620
C: -0.273 0.498 -1.093  0.4848
C: 0.510 -1.312 2.378  0.6394
C: 1.520 -0.834 -2.859  0.0224
O: -2.058 1.613 -0.017  0.0015
O: -1.332 -1.023 0.763  0.1049
S: 1.414 0.331 -1.468  0.2423
Cl: 1.376 -2.052 1.221  0.2118
H: 1.049 0.857 1.090  0.0027
H: -0.178 1.690 2.162  -0.0001
H: -0.438 2.479 -0.421  0.0230
H: -1.345 -0.341 2.580  0.0065
H: -0.889 0.318 -1.920  0.0273
H: 0.717 -1.377 3.440  0.0314
H: 2.543 -1.294 -2.887  0.0002
H: 1.202 -0.124 -3.704  0.0056
H: 0.764 -1.651 -2.722  0.0029
H: -2.367 0.799 0.512  0.0006
H: -0.921 -0.688 -0.110  0.0333

As for the frontier orbital gap (alpha / beta): 8.1 / 9.1 eV. The value obtained for the maximum force is 3.10 eV/A. As for the spin multiplicity: 3. The calculation puts the LUMO energy (alpha / beta) at 0.6 / -0.5 eV.


No. 10
A structure of composition C6H11ClOSi in a non-equilibrium geometry. Source: the Open Molecules 2025 dataset; level of theory: wB97M-V/def2-TZVPD.

Last column: Mulliken charge in e.
Element x y z (Å)
C: -1.748 0.426 1.011  -1.0099
C: 1.968 -1.934 0.760  -1.0187
C: -0.712 -0.462 0.837  -0.1495
C: 1.337 -1.375 -0.267  0.1805
C: 1.209 1.669 1.178  -0.5147
C: 0.041 -0.750 -0.316  0.4995
O: -0.417 -0.434 -1.584  -0.1782
Si: -1.375 0.622 -2.354  0.1675
Cl: -0.343 2.194 1.558  -0.0267
H: -2.213 0.481 1.972  0.3983
H: -2.416 0.774 0.175  0.2342
H: 2.889 -2.381 0.594  0.2860
H: 1.636 -2.025 1.730  0.3175
H: -0.529 -1.028 1.717  0.2287
H: 1.871 -1.170 -1.292  0.2011
H: 1.935 1.177 1.930  0.2867
H: 1.455 1.516 0.146  0.3279
H: -2.784 0.069 -2.208  -0.0603
H: -0.477 0.552 -3.704  -0.0994
H: -1.329 2.078 -1.882  -0.0703

As for the frontier orbital gap (alpha / beta): 7.8 / 6.7 eV. The value obtained for the maximum force is 2.97 eV/A. As for the energy above the lowest of the compared OMol25 structures with the same formula, charge and spin: 5.281 eV. The calculation puts the LUMO energy (alpha / beta) at -0.2 / -0.2 eV.